1.
Formula: C4H6N2O
Source: the Open Molecules 2025 dataset
Level of theory: ωB97M-V with the def2-TZVPD basis set

Values from the calculation:
Energy relative to the best compared isomer or geometry (same formula, charge and spin)   3.9857 eV
Largest force on an atom   0.05631 Eh/bohr
Kohn-Sham gap   8.76 eV
Structure (SMILES)   C=N/N=C(/C)C=O

```
13
Properties=species:S:1:pos:R:3:forces:R:3
C -0.850829 1.057004 0.017097 -1.6 -0.2 1.4
C 2.313629 0.867956 -0.206415 -0.4 0.3 -2.4
C -0.452257 -0.338199 0.040017 1.8 -0.9 -0.6
C -1.460537 -1.393356 0.125783 -1.5 0.0 -2.5
N 1.856424 -0.145946 0.332789 0.4 0.5 2.4
N 0.766823 -0.781136 0.072636 -1.4 -1.3 -0.7
O -2.004480 1.421514 -0.007462 -0.5 -0.3 -0.7
H -0.157977 1.791367 0.257675 2.1 1.5 0.0
H 1.970000 1.255327 -1.127904 -1.2 0.3 -1.2
H 3.190368 1.345087 0.016676 2.3 0.7 1.6
H -1.055273 -2.277716 0.464424 1.3 -1.8 0.9
H -1.963120 -1.719174 -0.836670 0.3 1.0 0.9
H -2.152772 -1.082733 0.851348 -1.5 0.3 0.7
```
Positions in Å, forces in eV/Å.


2.
Formula: C4H6N2O
Source: the Open Molecules 2025 dataset
Level of theory: ωB97M-V with the def2-TZVPD basis set

Values from the calculation:
Energy relative to the best compared isomer or geometry (same formula, charge and spin)   2.0070 eV
Largest force on an atom   0.01099 Eh/bohr
Kohn-Sham gap   10.10 eV
Structure (SMILES)   c1cn[nH]c1.C=O

```
13
Properties=species:S:1:pos:R:3:forces:R:3
C -2.325655 -1.460498 0.081545 0.2 -0.3 0.1
O -1.542372 -2.285833 0.482714 -0.4 0.4 -0.2
C 0.949259 1.873482 0.002859 0.0 0.1 0.0
N 1.795958 1.449264 -0.924065 -0.2 0.0 0.2
N 1.753391 0.113645 -0.820914 0.0 -0.2 0.0
C 0.909736 -0.327078 0.139832 0.0 0.1 0.0
C 0.358537 0.800848 0.706433 0.1 0.0 0.0
H -3.403139 -1.689047 -0.032558 0.1 0.0 0.0
H -2.007488 -0.436151 -0.189959 0.0 -0.1 0.0
H 0.790340 2.936174 0.134756 0.0 -0.2 0.0
H 2.329248 -0.438980 -1.435293 -0.1 0.1 0.1
H 0.741062 -1.377731 0.331973 0.1 0.2 0.0
H -0.348876 0.841911 1.522682 0.1 0.0 -0.1
```
Positions in Å, forces in eV/Å.


3.
Formula: C4H6N2O
Source: the Open Molecules 2025 dataset
Level of theory: ωB97M-V with the def2-TZVPD basis set

Values from the calculation:
Energy relative to the best compared isomer or geometry (same formula, charge and spin)   3.3614 eV
Largest force on an atom   0.11911 Eh/bohr
Kohn-Sham gap   9.41 eV
Structure (SMILES)   [H]/N=C(/C=N/[H])C(C)=O

```
13
Properties=species:S:1:pos:R:3:forces:R:3
C 0.416939 1.295610 -0.852082 -1.0 0.3 -1.0
C -0.905842 1.182354 -0.170820 -0.9 -3.1 -0.7
C -1.466955 -0.622277 -0.020630 3.8 4.7 0.9
C -0.371308 -1.499754 -0.354849 1.0 -1.6 1.9
N 1.423154 1.058721 -0.144828 -0.8 0.1 1.3
N -1.635649 2.109409 0.214417 -0.3 0.3 0.7
O -2.527230 -0.837802 0.379143 -3.0 -0.5 0.8
H 0.403581 1.452152 -1.980699 0.1 0.1 1.2
H -0.656105 -2.518406 0.034491 0.7 0.8 -1.0
H 0.694771 -1.180385 -0.154968 -1.6 -0.2 0.5
H -0.447161 -1.288344 -1.369094 0.2 -1.0 -2.8
H 2.279588 1.174125 -0.600088 1.7 0.0 -1.2
H -2.455515 1.746266 0.732461 0.2 0.1 -0.5
```
Positions in Å, forces in eV/Å.


4.
Formula: C4H6N2O
Source: the Open Molecules 2025 dataset
Level of theory: ωB97M-V with the def2-TZVPD basis set

Values from the calculation:
Energy relative to the best compared isomer or geometry (same formula, charge and spin)   1.3440 eV
Largest force on an atom   0.00745 Eh/bohr
Kohn-Sham gap   9.99 eV
Structure (SMILES)   N[C@@H]1C=CC(O)=N1

```
13
Properties=species:S:1:pos:R:3:forces:R:3
N -0.051539 2.248791 0.191848 -0.3 0.0 0.0
C 0.176037 0.843696 0.394120 0.3 0.0 0.1
C 0.948366 0.129771 -0.689258 -0.1 -0.2 0.1
C 0.486301 -1.123153 -0.741175 0.0 0.1 0.0
C -0.652298 -1.163242 0.206617 0.0 0.3 0.1
O -1.331995 -2.287796 0.508065 0.0 -0.1 -0.2
N -0.935482 -0.044139 0.756211 0.2 -0.3 -0.1
H -0.765561 2.424601 -0.506883 0.0 -0.1 0.0
H -0.374089 2.659578 1.061802 0.0 0.0 -0.1
H 1.768540 0.573099 -1.243914 -0.1 -0.1 0.1
H 0.857970 -1.954020 -1.334501 -0.1 0.2 0.1
H -0.904880 -3.043357 0.086169 -0.1 0.1 0.0
H 0.812060 0.766568 1.288129 0.2 0.1 -0.1
```
Positions in Å, forces in eV/Å.


5.
Formula: C4H6N2O
Source: the Open Molecules 2025 dataset
Level of theory: ωB97M-V with the def2-TZVPD basis set

Values from the calculation:
Energy relative to the best compared isomer or geometry (same formula, charge and spin)   1.5213 eV
Largest force on an atom   0.02297 Eh/bohr
Kohn-Sham gap   11.44 eV
Structure (SMILES)   [H]/N=C(\C#N)OCC

```
13
Properties=species:S:1:pos:R:3:forces:R:3
C -2.017160 0.133049 -0.333422 0.0 0.0 -0.1
C -0.869639 -0.540824 0.394380 -0.2 -0.1 0.0
O 0.201079 0.418876 0.530773 0.1 0.1 0.0
C 1.410837 0.095988 0.076515 0.1 -0.3 -0.1
N 1.723669 -1.003040 -0.466463 0.0 0.3 0.2
C 2.335154 1.208732 0.310788 0.7 0.8 0.2
N 3.090278 2.065687 0.491167 -0.7 -0.9 -0.2
H -1.719500 0.414352 -1.347125 0.0 0.0 0.1
H -2.869743 -0.549084 -0.412146 0.1 0.1 0.1
H -2.342304 1.036069 0.193138 0.1 -0.2 -0.1
H -0.498060 -1.424200 -0.128311 -0.1 0.2 0.0
H -1.151003 -0.823641 1.413424 0.0 0.0 -0.1
H 2.706386 -1.031968 -0.722717 -0.1 0.1 0.0
```
Positions in Å, forces in eV/Å.


6.
Formula: C4H6N2O
Source: the Open Molecules 2025 dataset
Level of theory: ωB97M-V with the def2-TZVPD basis set

Values from the calculation:
Energy relative to the best compared isomer or geometry (same formula, charge and spin)   4.9656 eV
Largest force on an atom   0.02348 Eh/bohr
Kohn-Sham gap   9.18 eV
Structure (SMILES)   OC1=CN1.CC#N

```
13
Properties=species:S:1:pos:R:3:forces:R:3
C -0.396228 1.019713 -2.012138 -0.3 0.1 -0.1
C 0.949035 1.032399 -1.460352 1.1 -0.3 0.3
N 2.020114 0.999325 -1.022956 -1.1 0.2 -0.4
C 0.081773 -1.185615 0.412876 0.1 -0.1 -0.1
C -0.351342 -1.036634 1.654268 -0.2 -0.2 0.1
O -0.213446 -1.451890 2.899799 -0.1 0.0 0.0
N -0.874912 0.099494 1.162483 0.0 -0.1 0.5
H -0.528412 1.862268 -2.686323 0.0 0.1 -0.1
H -1.117062 1.095198 -1.200858 0.0 0.0 0.1
H -0.609402 0.095065 -2.552585 0.2 0.1 0.1
H 1.142563 -1.189523 0.187624 0.0 0.3 -0.1
H 0.386375 -2.210804 2.887368 0.0 0.0 0.1
H -0.489054 0.871004 1.730795 0.3 0.0 -0.4
```
Positions in Å, forces in eV/Å.


7.
Formula: C4H6N2O
Source: the Open Molecules 2025 dataset
Level of theory: ωB97M-V with the def2-TZVPD basis set

Values from the calculation:
Energy relative to the best compared isomer or geometry (same formula, charge and spin)   1.6824 eV
Largest force on an atom   0.00941 Eh/bohr
Kohn-Sham gap   9.38 eV
Structure (SMILES)   Cc1cc(N)on1

```
13
Properties=species:S:1:pos:R:3:forces:R:3
C 1.056512 0.156578 -2.040049 0.0 0.0 0.0
C 0.574906 0.323435 -0.624523 0.1 0.2 0.1
N 1.023896 1.264010 0.170507 -0.2 -0.3 -0.2
O 0.332697 1.072862 1.400706 -0.2 -0.3 0.1
C -0.486045 0.026032 1.269635 0.0 -0.2 -0.5
N -1.235467 -0.436434 2.323359 0.0 0.1 0.0
C -0.392235 -0.494254 0.013404 0.0 0.0 0.0
H 1.796933 0.905083 -2.340687 -0.2 -0.1 0.3
H 1.497077 -0.839267 -2.161102 0.0 0.2 0.1
H 0.209019 0.207120 -2.732888 0.1 0.1 0.1
H -2.003913 -1.019470 2.016427 0.2 0.2 0.3
H -1.458301 0.184062 3.088258 0.1 0.0 -0.2
H -0.915078 -1.349757 -0.383047 0.0 0.1 0.0
```
Positions in Å, forces in eV/Å.


8.
Formula: C4H6N2O
Source: the Open Molecules 2025 dataset
Level of theory: ωB97M-V with the def2-TZVPD basis set

Values from the calculation:
Energy relative to the best compared isomer or geometry (same formula, charge and spin)   3.5129 eV
Largest force on an atom   0.01331 Eh/bohr
Kohn-Sham gap   9.62 eV

```
13
Properties=species:S:1:pos:R:3:forces:R:3
C -2.223581 0.333343 0.028154 -0.1 0.1 -0.1
O -1.204806 -0.669035 0.158249 0.2 -0.1 -0.1
C 0.053009 -0.245945 0.051283 0.1 0.2 0.0
N 0.387630 0.981954 -0.124124 0.0 -0.3 0.0
N 1.806761 0.933574 -0.061678 0.4 0.0 0.2
C 2.429003 -0.188500 0.232935 -0.5 0.2 -0.4
C 1.256764 -1.149148 0.135615 -0.1 0.0 0.0
H -3.177934 -0.191719 0.103731 0.2 0.0 0.0
H -2.143841 1.083472 0.822322 0.1 -0.2 -0.1
H -2.146497 0.835041 -0.940768 0.0 -0.1 0.1
H 2.268936 1.806801 -0.271977 -0.1 -0.1 0.2
H 1.511000 -1.485213 -0.890282 -0.4 -0.2 0.1
H 1.183551 -2.044625 0.756543 0.1 0.3 0.0
```
Positions in Å, forces in eV/Å.